[1]
154
Properties=species:S:1:pos:R:3:forces:R:3 method="wB97M-V/def2-TZVPD" homo_energy_ev=-8.32 relative_energy_kcal_mol=6.0 e_lumo_ev=0.019 total_energy_ha=-2770.462444
C -6.439 -1.547 -3.367 0.137 0.338 1.166
C -5.296 -2.434 -2.895 0.165 -0.430 0.086
C -5.845 -3.652 -2.116 -0.422 1.213 -0.723
O -4.764 -4.445 -1.702 0.492 -0.431 0.160
C -5.114 -5.396 -0.704 -1.192 0.590 0.152
N -4.474 -2.855 -4.044 -0.398 -0.543 0.160
H -6.974 -1.155 -2.495 -0.189 -0.364 0.016
H -7.141 -2.123 -3.969 0.020 0.250 -0.315
H -6.077 -0.625 -3.819 0.107 -0.340 -0.605
H -4.641 -1.893 -2.206 -0.019 0.213 -0.110
H -6.514 -4.183 -2.810 0.051 -0.336 0.218
H -6.447 -3.282 -1.276 0.125 -0.166 0.153
H -4.386 -6.197 -0.650 0.158 0.095 -0.075
H -6.119 -5.785 -0.907 0.210 -0.366 -0.263
H -5.239 -4.879 0.253 0.437 -0.132 0.134
H -5.115 -3.370 -4.652 0.154 0.248 -0.227
H -3.857 -3.597 -3.714 0.159 0.235 0.009
C -0.273 3.937 -1.718 0.807 -0.112 -0.565
C 1.227 3.639 -1.913 -1.324 -0.187 0.072
C 2.024 4.028 -0.660 0.110 -0.535 -0.430
O 1.636 5.267 -0.116 -0.147 0.676 0.034
C 2.169 6.395 -0.814 0.636 -0.856 0.954
N 1.322 2.213 -2.259 0.929 -0.096 0.722
H -0.459 4.985 -1.493 -0.133 -0.117 0.267
H -0.663 3.251 -0.966 -0.265 0.212 0.144
H -0.713 3.707 -2.686 -0.383 -0.092 0.076
H 1.503 4.205 -2.808 0.491 0.096 0.166
H 3.099 3.958 -0.880 0.088 0.368 0.056
H 1.860 3.286 0.124 -0.273 -0.079 -0.027
H 3.231 6.401 -0.543 0.181 0.217 -0.610
H 1.764 7.311 -0.392 -0.436 -0.086 -0.155
H 2.011 6.302 -1.886 0.019 0.249 -0.080
H 1.093 1.664 -1.416 -0.286 0.390 -0.284
H 2.320 1.981 -2.276 -0.136 0.052 -0.531
C 4.760 -0.156 -6.879 -0.151 0.183 -0.465
C 4.449 -0.822 -5.555 0.603 2.040 0.962
C 3.464 -1.964 -5.580 0.027 0.291 -0.513
O 2.180 -1.501 -5.955 -0.016 0.061 -0.180
C 1.206 -2.496 -5.721 0.403 0.010 0.016
N 5.670 -1.192 -4.837 -0.354 -1.452 -0.369
H 3.870 0.412 -7.160 -0.032 -0.383 -0.452
H 5.095 -0.837 -7.665 -0.316 -0.133 0.001
H 5.536 0.614 -6.831 0.118 -0.148 0.518
H 3.959 -0.015 -4.983 -0.280 -0.188 0.029
H 3.392 -2.349 -4.556 0.234 -0.483 -0.131
H 3.803 -2.692 -6.329 0.022 -0.425 0.432
H 0.241 -2.134 -6.062 -0.031 0.147 0.171
H 1.207 -2.727 -4.649 -0.360 -0.073 0.010
H 1.429 -3.424 -6.262 0.086 0.012 -0.052
H 5.444 -1.520 -3.906 0.285 0.304 -0.174
H 6.431 -0.538 -4.863 -0.149 0.290 -0.023
C -2.070 -3.157 3.559 0.091 0.017 1.038
C -1.656 -3.970 2.341 0.343 -0.139 0.750
C -0.464 -4.853 2.746 0.648 1.260 -0.148
O 0.257 -5.516 1.715 -1.123 -0.458 -0.140
C 0.388 -4.761 0.527 1.151 0.082 0.009
N -2.833 -4.764 1.935 -0.105 -0.271 0.428
H -2.195 -3.812 4.434 -0.425 -0.141 -0.233
H -2.995 -2.607 3.375 -0.061 -0.118 -0.009
H -1.348 -2.438 3.952 0.264 0.124 -0.675
H -1.365 -3.217 1.603 0.002 -0.443 -0.458
H -0.818 -5.574 3.485 0.137 -0.274 -0.174
H 0.262 -4.190 3.240 -0.111 0.012 0.171
H 1.106 -5.304 -0.092 -0.166 -0.149 -0.048
H 0.863 -3.796 0.735 -0.253 0.134 0.023
H -0.513 -4.588 -0.059 -0.263 -0.132 0.288
H -3.326 -4.944 2.811 -0.310 0.267 -0.204
H -2.578 -5.720 1.688 0.376 0.280 -0.535
C 0.177 3.592 3.298 0.674 -0.692 -0.166
C -1.017 3.740 2.369 -0.419 -0.381 0.327
C -2.343 3.592 3.140 1.243 1.075 -0.052
O -2.408 2.296 3.703 -0.350 0.323 0.043
C -3.539 2.115 4.528 -0.108 -0.202 0.101
N -0.995 4.978 1.602 0.218 0.168 -0.016
H 1.047 3.331 2.686 0.080 0.092 0.136
H 0.061 2.780 4.020 -0.089 0.002 -0.062
H 0.448 4.491 3.857 -0.344 0.183 -0.104
H -1.018 2.912 1.648 0.139 0.021 0.014
H -3.152 3.878 2.461 -0.300 -0.524 0.113
H -2.306 4.327 3.956 -0.286 0.039 0.072
H -3.448 1.100 4.919 -0.226 0.059 0.147
H -4.478 2.193 3.977 0.071 0.007 -0.140
H -3.593 2.835 5.351 0.288 0.012 0.013
H -0.221 4.936 0.935 -0.272 -0.015 0.000
H -0.710 5.734 2.221 -0.215 0.023 0.037
C -0.435 -0.043 0.854 -0.109 -1.089 0.270
C 0.725 -0.710 0.113 0.418 0.242 0.757
C 0.365 -1.261 -1.254 -0.779 1.806 -0.276
O -0.552 -2.297 -1.051 0.521 -0.369 -0.324
C -1.179 -2.787 -2.218 -0.476 -0.538 0.640
N 1.791 0.316 0.053 0.115 -0.957 -0.110
H -0.089 0.353 1.807 0.285 0.268 -0.019
H -1.161 -0.803 1.159 -0.264 0.166 -0.395
H -0.903 0.745 0.271 -0.048 0.024 -0.098
H 1.087 -1.567 0.698 -0.187 0.033 0.121
H 1.247 -1.465 -1.886 0.071 -0.685 0.265
H -0.130 -0.448 -1.817 0.003 -0.053 -0.011
H -1.926 -3.482 -1.830 -0.190 0.065 -0.191
H -0.523 -3.393 -2.851 0.292 0.355 -0.124
H -1.696 -2.007 -2.781 0.166 0.095 -0.107
H 1.991 0.503 1.033 0.138 0.197 0.003
H 2.630 -0.159 -0.284 0.059 0.379 -0.053
C 4.837 2.281 2.498 0.334 0.424 -0.427
C 4.760 1.643 3.868 1.031 0.449 0.693
C 5.999 2.075 4.707 -0.717 -0.108 -0.470
O 5.896 3.476 4.925 0.854 -0.743 0.233
C 6.915 3.941 5.801 -0.556 0.782 -0.330
N 3.531 2.092 4.505 -0.560 0.002 -0.022
H 3.937 2.181 1.894 -0.210 -0.269 0.172
H 5.659 1.860 1.916 0.037 0.021 0.044
H 5.019 3.355 2.605 0.030 -0.064 -0.025
H 4.845 0.558 3.750 -0.555 -0.035 0.261
H 6.897 1.754 4.162 0.196 0.429 0.022
H 6.033 1.588 5.689 -0.216 -0.238 -0.031
H 6.548 4.923 6.104 0.366 0.035 0.163
H 7.875 4.053 5.291 0.027 -0.070 -0.077
H 7.064 3.329 6.694 -0.220 -0.230 -0.061
H 3.517 3.105 4.443 -0.110 -0.019 -0.142
H 3.469 1.910 5.502 0.292 -0.346 -0.056
C -4.063 0.845 1.618 0.737 -0.536 -0.843
C -4.624 1.026 0.199 0.879 -0.419 0.497
C -3.474 1.007 -0.835 -1.111 0.589 1.338
O -4.079 1.137 -2.104 0.635 -0.410 -0.130
C -3.145 1.387 -3.129 -0.059 0.970 -0.638
N -5.536 -0.085 -0.093 -0.061 0.130 -0.383
H -3.554 -0.127 1.612 -0.298 -0.193 0.343
H -4.856 0.866 2.360 -0.015 -0.099 -0.011
H -3.247 1.524 1.889 -0.552 0.191 -0.288
H -5.109 2.006 0.195 -0.337 -0.160 -0.496
H -2.958 0.051 -0.707 0.258 0.009 -0.297
H -2.832 1.853 -0.558 0.322 -0.001 -0.552
H -3.622 1.224 -4.096 -0.100 -0.253 0.131
H -2.201 0.832 -3.108 -0.198 -0.362 0.390
H -2.877 2.450 -3.115 0.158 0.017 0.087
H -5.588 -0.094 -1.111 -0.480 0.109 0.082
H -5.013 -0.949 0.083 -0.157 0.276 0.310
O -0.701 0.206 4.635 -0.674 0.136 -0.084
H -1.366 0.784 4.208 0.500 -0.029 0.014
H -1.067 0.024 5.506 0.156 -0.046 0.017
O 3.507 -2.937 0.533 0.125 0.032 -0.186
H 3.486 -3.286 -0.364 -0.069 -0.220 0.091
H 3.561 -3.724 1.088 -0.049 0.079 0.074
O -3.699 -2.429 0.078 0.085 -0.034 -0.051
H -3.318 -2.916 0.821 -0.174 -0.249 -0.124
H -3.941 -3.112 -0.571 0.139 -0.007 0.175
O 1.967 -0.232 3.813 -0.133 0.205 -0.201
H 2.362 0.658 3.923 -0.203 -0.209 0.076
H 1.021 -0.116 4.016 0.394 -0.003 0.026
O 4.350 1.454 -2.016 0.390 0.047 -0.010
H 4.666 0.563 -2.229 -0.301 0.083 -0.030
H 5.021 2.056 -2.356 -0.075 -0.048 0.012
O 4.320 -1.412 -2.192 0.218 -0.277 0.315
H 4.988 -1.682 -1.546 -0.147 0.018 0.043
H 3.514 -1.861 -1.913 -0.101 0.238 -0.061

***

[2]
178
Properties=species:S:1:pos:R:3:forces:R:3 method="wB97M-V/def2-TZVPD" homo_energy_ev=-7.97 e_lumo_ev=-0.277 total_energy_ha=-4561.593532
C -2.304 -0.186 3.049 0.169 0.014 -0.934
C -0.859 0.383 3.209 1.043 0.359 0.690
C 0.245 -0.629 3.327 1.444 2.226 0.239
C 1.670 -0.236 3.522 -2.909 1.959 -0.392
C 1.945 1.217 3.605 -2.343 -0.524 -0.511
C 0.857 2.218 3.483 -0.468 -2.065 -0.188
C -0.607 1.847 3.275 2.940 -1.776 0.445
C -1.723 2.968 3.177 0.481 -1.316 0.252
C -2.208 3.325 1.711 -2.041 1.249 0.242
C -3.194 2.231 1.162 2.718 1.151 0.208
N -3.747 1.372 0.639 -0.489 0.169 0.059
C -3.149 4.639 1.889 -0.925 -0.774 1.101
C -4.478 4.569 1.030 0.359 0.893 -0.315
O -4.641 5.261 0.053 0.062 -0.596 0.822
C -1.067 3.711 0.685 0.181 -0.045 -1.545
Cl 0.151 4.796 1.550 -0.765 -0.477 -0.462
C -1.565 4.595 -0.515 0.343 -1.793 2.246
N -1.996 5.139 -1.426 0.076 0.253 -0.295
C -0.307 2.496 0.033 0.821 0.086 -0.943
C -1.023 1.833 -1.210 -0.250 -1.250 0.448
O -0.268 2.036 -2.404 0.233 -0.510 0.350
C -0.382 0.896 -3.278 -1.605 0.108 -0.819
C 0.449 1.085 -4.608 -1.466 0.878 -0.509
O 1.107 -0.117 -5.047 0.544 0.435 1.327
C 2.078 -0.524 -4.109 1.189 -0.285 0.910
C 3.142 0.418 -3.668 -0.609 -3.193 1.031
C 4.075 -0.087 -2.648 -0.847 -0.694 -0.434
C 4.012 -1.437 -2.052 -2.054 0.610 -1.740
C 4.967 -1.987 -0.928 0.110 -0.993 -1.142
C 5.829 -3.161 -1.632 -0.299 0.097 1.345
C 4.095 -2.700 0.178 0.595 -0.109 0.729
C 6.020 -0.944 -0.381 -0.756 0.130 0.122
C 5.507 0.019 0.767 0.927 1.160 0.437
C 5.592 -0.637 2.237 -1.389 0.296 -0.676
C 4.091 0.680 0.514 0.136 0.127 0.469
C 6.557 1.240 0.812 -0.296 -1.195 -0.728
C 2.941 -2.327 -2.585 0.037 1.795 -0.840
C 1.966 -1.894 -3.609 2.445 1.398 1.138
H -2.432 -0.435 1.948 0.030 0.187 1.245
H -3.105 0.583 3.259 0.916 -0.910 -0.027
H -2.509 -1.138 3.624 0.463 1.240 -0.407
H 0.024 -1.728 3.270 -0.059 1.287 0.000
H 2.492 -0.996 3.628 -1.031 0.917 -0.230
H 2.994 1.552 3.775 -1.129 -0.195 -0.147
H 1.161 3.297 3.554 -0.501 -1.300 -0.050
H -2.633 2.601 3.743 0.975 0.466 -0.713
H -1.413 3.910 3.713 -0.104 -1.117 -0.762
H -3.500 4.618 2.970 0.345 0.016 -1.170
H -2.582 5.597 1.773 -0.511 -0.945 -0.337
H -5.328 3.887 1.365 1.012 0.392 -0.024
H 0.672 2.909 -0.364 -1.123 -0.460 0.409
H -0.024 1.677 0.741 -0.475 1.060 -0.209
H -2.121 2.101 -1.313 1.273 0.042 -0.089
H -1.027 0.708 -1.031 -0.126 1.189 0.056
H -1.493 0.847 -3.565 1.685 -0.203 0.392
H -0.153 -0.085 -2.773 0.216 0.981 -0.264
H 1.138 1.972 -4.541 -0.540 -0.948 0.139
H -0.307 1.340 -5.434 1.341 -0.401 1.066
H 3.196 1.460 -4.080 0.029 -1.308 0.552
H 4.880 0.620 -2.304 -1.000 -0.869 -0.387
H 5.191 -4.095 -1.616 0.695 0.943 -0.552
H 6.171 -2.881 -2.658 -0.340 -0.427 1.097
H 6.696 -3.379 -0.942 -0.837 0.183 -0.930
H 3.454 -2.018 0.794 0.498 -0.524 -0.752
H 3.433 -3.510 -0.246 0.783 1.069 0.307
H 4.801 -3.218 0.887 -0.653 0.404 -0.673
H 6.370 -0.330 -1.265 -0.264 -0.613 0.975
H 6.932 -1.496 -0.003 -1.050 0.565 -0.378
H 5.878 -1.720 2.218 0.023 1.079 0.149
H 4.536 -0.573 2.651 1.238 -0.285 -0.206
H 6.234 0.002 2.900 -0.382 -0.909 -0.585
H 3.300 -0.017 0.132 0.782 0.627 0.185
H 3.687 1.109 1.484 0.590 -0.412 -1.067
H 4.237 1.546 -0.186 -0.420 -0.873 0.461
H 7.579 0.758 0.819 -0.916 0.804 0.351
H 6.353 1.869 1.717 0.414 -0.395 -0.902
H 6.506 1.841 -0.144 -0.018 -0.481 1.164
H 2.831 -3.384 -2.217 0.258 1.311 -0.403
H 1.177 -2.611 -3.956 0.906 1.084 0.327
O -2.122 3.933 6.231 -0.303 0.027 0.119
H -1.685 4.790 6.271 -0.059 -0.103 0.045
H -1.836 3.479 7.040 0.474 -0.011 0.026
O 5.118 -3.211 -4.589 -0.022 0.056 -0.560
H 5.484 -2.593 -5.232 -0.037 -0.084 0.033
H 4.230 -2.868 -4.413 0.078 0.014 0.097
O -0.297 -3.885 -2.597 0.230 -0.229 0.052
H -0.990 -3.214 -2.635 -0.040 -0.134 0.212
H -0.565 -4.536 -3.256 -0.045 0.151 -0.022
O 1.421 -5.374 -0.732 0.057 0.053 0.096
H 2.235 -4.880 -0.581 -0.057 -0.093 0.018
H 0.895 -4.792 -1.301 -0.147 -0.049 -0.023
O 0.978 -2.667 6.214 -0.007 0.272 0.002
H 1.255 -2.012 5.561 -0.014 -0.195 -0.095
H 0.104 -2.366 6.491 0.010 -0.166 0.002
O -1.240 2.534 -7.294 -0.353 -0.042 0.206
H -0.897 3.164 -7.938 -0.056 -0.123 -0.017
H -2.132 2.862 -7.101 0.075 0.323 -0.200
O -4.184 1.896 6.232 0.033 -0.113 -0.149
H -3.569 2.639 6.325 -0.087 0.169 -0.116
H -3.994 1.548 5.352 0.276 0.028 0.125
O 5.975 -5.466 1.295 -0.054 -0.193 0.074
H 6.342 -6.077 1.948 -0.013 0.133 0.072
H 5.233 -5.951 0.914 0.074 0.054 0.000
O -1.668 2.616 9.041 -0.011 -0.183 -0.014
H -1.392 2.775 9.950 -0.024 0.081 -0.117
H -2.466 2.078 9.130 -0.058 0.191 0.027
O 2.017 -7.563 1.402 -0.159 -0.079 -0.035
H 1.416 -8.051 0.825 0.122 0.284 -0.247
H 1.746 -6.643 1.291 0.002 -0.071 -0.134
O 0.431 2.475 6.666 -0.479 0.379 0.120
H 0.854 1.892 7.304 0.074 0.104 -0.149
H 0.845 2.247 5.826 0.031 0.055 0.127
O -6.483 0.634 4.964 0.147 0.115 -0.050
H -7.228 1.236 5.093 -0.106 -0.202 -0.037
H -5.756 1.053 5.444 -0.355 0.022 0.186
O -2.740 0.192 -8.114 0.065 -0.226 0.189
H -2.176 0.890 -7.739 0.129 0.042 -0.452
H -2.182 -0.595 -8.089 0.075 0.152 0.065
O -3.970 3.980 -8.199 -0.091 -0.042 0.123
H -4.555 3.475 -8.780 -0.079 0.102 0.087
H -4.275 4.893 -8.294 0.209 0.037 0.050
O -6.757 3.549 -9.301 0.344 0.091 0.051
H -7.474 4.192 -9.333 0.150 0.009 -0.058
H -7.001 2.897 -9.970 -0.178 0.082 0.080
O 2.190 0.562 6.324 0.379 -0.686 0.513
H 2.643 -0.070 6.898 0.022 0.073 -0.027
H 1.418 0.078 6.004 0.049 0.133 -0.051
O 0.873 -1.834 -0.549 0.344 0.198 0.204
H 0.172 -1.176 -0.593 -0.031 -0.201 0.112
H 0.621 -2.486 -1.214 0.042 0.120 -0.020
O -9.102 2.346 -9.984 -0.152 -0.272 0.076
H -9.055 2.524 -9.037 -0.006 -0.048 -0.064
H -9.264 1.396 -10.035 -0.053 0.096 -0.079
O -4.466 -2.330 -9.282 0.262 -0.094 0.134
H -3.906 -1.635 -8.912 -0.239 0.149 -0.070
H -3.911 -3.117 -9.261 -0.116 0.035 -0.071
O -2.920 -0.059 -4.887 -0.302 -0.008 0.018
H -2.589 0.573 -5.536 -0.033 -0.204 -0.088
H -3.806 0.260 -4.679 0.037 -0.098 -0.053
O -1.681 -2.554 -0.540 -0.804 -0.002 0.067
H -1.529 -3.446 -0.203 0.194 0.089 -0.050
H -2.628 -2.414 -0.418 0.063 0.041 -0.042
O -6.592 2.488 -1.135 0.216 -0.052 -0.012
H -5.902 2.079 -0.597 -0.047 -0.042 -0.038
H -6.106 3.048 -1.752 -0.084 0.066 0.135
O 2.292 -5.455 6.573 -0.061 0.052 -0.095
H 1.674 -5.955 6.029 0.099 0.003 0.058
H 1.963 -4.548 6.531 -0.052 0.019 0.009
O 9.152 -2.882 -1.471 0.277 -0.082 0.019
H 9.496 -3.457 -0.778 -0.093 0.055 -0.029
H 9.641 -3.146 -2.259 -0.100 0.049 0.036
O -9.602 1.181 5.100 -0.126 0.043 -0.115
H -10.341 1.801 5.110 0.114 -0.011 0.044
H -9.854 0.528 4.437 0.123 0.007 0.073
O -6.149 4.547 -5.702 0.286 -0.026 -0.031
H -5.781 3.973 -5.021 -0.092 0.061 -0.039
H -5.669 4.296 -6.504 -0.056 -0.087 -0.030
O -2.365 -3.945 -4.427 -0.309 0.103 -0.214
H -2.967 -4.433 -4.999 0.074 -0.006 0.084
H -2.634 -3.022 -4.535 0.093 0.002 -0.046
O -4.686 3.173 9.820 -0.117 0.024 -0.162
H -4.678 4.132 9.721 0.079 -0.092 0.034
H -5.266 2.869 9.110 0.058 -0.041 0.068
O 6.546 -5.962 4.418 -0.114 0.047 0.060
H 6.404 -6.424 5.252 0.023 -0.012 -0.109
H 5.851 -5.293 4.399 0.059 -0.051 -0.062
O -4.007 6.906 -6.784 0.161 -0.205 0.083
H -4.181 6.300 -6.051 -0.202 0.095 -0.036
H -3.154 7.298 -6.566 -0.083 0.002 -0.086
O 1.280 -9.895 2.978 -0.155 -0.071 -0.195
H 1.644 -9.282 2.323 0.093 0.040 0.481
H 0.406 -9.539 3.169 0.109 -0.040 0.031
O -3.536 -2.643 5.201 -0.126 0.036 -0.151
H -4.270 -2.016 5.247 0.046 -0.048 0.078
H -3.818 -3.284 4.539 0.031 0.008 0.110
O 8.981 3.123 0.353 0.269 0.107 -0.029
H 9.611 2.705 0.952 -0.116 -0.005 -0.030
H 9.533 3.646 -0.239 -0.088 -0.030 0.038

***

Number 1: Kohn-Sham gap 8.3 eV. Number 2: Kohn-Sham gap 7.7 eV.